C6H11N | the ωB97M-V functional and the def2-TZVPD basis

The geometry in ORCA input format:
```
! RIJCOSX wB97M-V def2-TZVPD def2/J DEFGRID3
* xyz 0 1
N -1.48 -0.46 -2.12
C 0.74 0.04 0.63
C -1.92 -0.35 0.47
C 0.56 1.51 0.26
C 2.00 -0.54 -0.04
C -1.36 -0.55 -0.87
C -0.46 -0.83 0.27
H 0.42 1.62 -0.82
H -2.08 0.67 0.80
H -2.43 -0.13 -2.35
H 1.90 -0.46 -1.13
H -0.30 -1.88 0.50
H 1.45 2.08 0.55
H -2.65 -1.07 0.85
H -0.30 1.96 0.77
H 2.14 -1.59 0.22
H 2.90 0.00 0.27
H 0.88 -0.03 1.72
*
```

Computed properties:
* SMILES: [H]/N=C1\C[C@@H]1C(C)C
* relative energy (zero: lowest compared OMol25 entry of this formula, charge and spin): 37.53 kcal/mol
* frontier orbital gap: 10.36 eV